(1)
Entry from OMol25: a 2-piece molecular cluster, C4H9ClNOP overall at a distorted geometry (ωB97M-V with the def2-TZVPD basis set).

Each line ends with the Mulliken spin population.
Positions of all 17 atoms, in Å:
C (-1.426541, 2.801934, 0.505820)  0.37
C (-1.192404, 1.483471, 0.427087)  0.04
C (1.980289, -0.943913, -0.803110)  0.00
C (-0.234907, -1.378873, 0.325832)  -0.01
N (0.750848, -0.403945, -0.243297)  0.10
O (0.985379, 1.934588, -1.406814)  0.06
P (0.168189, 1.025701, -0.645639)  0.54
Cl (-3.266242, -0.409688, -0.480529)  0.88
H (-2.296256, 3.390946, 1.003494)  0.01
H (-0.649105, 3.526209, 0.001705)  0.01
H (-1.870611, 0.608721, 0.763638)  -0.01
H (1.963732, -1.938487, -1.139740)  0.00
H (2.129103, -0.290465, -1.600854)  0.00
H (2.783899, -0.926801, -0.006085)  0.01
H (-1.234363, -1.098190, 0.093288)  0.00
H (-0.173233, -2.533967, 0.038629)  0.00
H (0.006282, -1.207913, 1.391531)  0.00

Forces on atoms 1 to 3 (eV/Å):
-0.3 3.7 0.0
0.6 -1.7 -0.3
0.7 1.2 2.5

Computed properties:
HOMO (spin up / spin down)	-6.192 / -9.870	eV
total charge	0
strongest force on any atom	4.230	eV/Å
spin multiplicity	3
frontier orbital gap (spin up / spin down)	6.82 / 5.84	eV

(2)
Entry from OMol25: C19H23F5NPSn as an isolated structure at a distorted geometry (ωB97M-V with the def2-TZVPD basis set).

Each line ends with the natural charge from an NBO analysis.
Positions of all 50 atoms, in Å:
C (-2.479539, 0.581585, -3.479230)  -0.20
C (-2.269946, -0.648335, -2.863214)  -0.25
C (-1.507523, -0.750496, -1.688494)  0.06
C (-0.976639, 0.412465, -1.121106)  -0.39
C (-1.135662, 1.646581, -1.781818)  -0.04
C (-1.942381, 1.737308, -2.920915)  -0.21
C (-1.327856, -2.133407, -1.086195)  -0.47
C (0.097319, -2.718936, -1.003668)  -0.21
N (1.139311, -1.721506, -0.709923)  -0.47
Sn (-0.069779, 0.319367, 0.876466)  1.16
C (-0.458719, 2.914203, -1.262458)  -0.74
P (1.202953, 2.437109, -0.602632)  0.89
H (-2.694479, -1.562873, -3.281190)  0.21
H (-2.118639, 2.721329, -3.362204)  0.21
H (-3.060039, 0.635836, -4.395091)  0.22
H (-1.048068, 3.387436, -0.459876)  0.25
H (-0.307004, 3.660852, -2.068287)  0.22
H (-1.769988, -2.210871, -0.083627)  0.23
H (-1.873192, -2.851686, -1.708133)  0.22
H (0.144528, -3.496526, -0.224142)  0.22
C (1.805102, 3.825741, 0.394365)  -0.96
C (2.126339, 2.451723, -2.165992)  -0.95
H (0.360029, -3.205436, -1.962511)  0.18
C (1.710343, -1.159548, -1.941826)  -0.42
C (2.204240, -2.259366, 0.153353)  -0.42
H (-0.932381, 1.750658, 1.397971)  -0.24
H (2.199567, -1.964026, -2.526931)  0.18
H (0.911995, -0.708401, -2.547379)  0.22
H (2.459128, -0.394654, -1.688355)  0.21
H (2.775331, -3.051202, -0.371776)  0.18
H (2.888674, -1.447606, 0.428143)  0.21
H (1.756297, -2.659099, 1.077278)  0.21
H (2.153645, 3.471141, -2.579881)  0.22
H (3.154805, 2.086614, -2.036750)  0.24
H (1.640463, 1.791811, -2.897689)  0.25
H (1.913472, 4.743049, -0.208110)  0.22
H (1.110801, 4.005265, 1.231731)  0.26
H (2.788381, 3.567996, 0.829853)  0.24
H (1.665760, 0.435097, 1.159163)  -0.20
F (-0.991661, -2.832242, 1.938190)  -0.34
C (-1.067174, -1.943806, 2.976691)  0.38
C (-0.622665, -0.638863, 2.815735)  -0.51
C (-0.564666, 0.133379, 3.975944)  0.39
F (0.018482, 1.369874, 3.957990)  -0.32
C (-1.033848, -0.318825, 5.209766)  0.25
F (-0.997343, 0.468917, 6.301374)  -0.29
C (-1.522825, -1.620980, 5.310493)  0.28
F (-1.950705, -2.092215, 6.497895)  -0.29
C (-1.535551, -2.447560, 4.191626)  0.24
F (-1.968693, -3.716872, 4.305375)  -0.29

Forces on atoms 1 to 3 (eV/Å):
-0.1 0.0 0.2
0.3 0.0 0.0
-0.4 -0.1 -0.4

Computed properties:
HOMO	-7.796	eV
total charge	0
strongest force on any atom	1.497	eV/Å
frontier orbital gap	8.18	eV